{
  "formula": "C7H18B2F6N2O7P2S2",
  "method": "ωB97M-V with the def2-TZVPD basis set",
  "elements": ["C", "C", "O", "B", "O", "P", "B", "N", "O", "P", "C", "C", "C", "H", "H", "H", "H", "H", "H", "H", "H", "H", "H", "H", "H", "H", "H", "H", "H", "H", "H", "C", "F", "F", "F", "S", "O", "O", "N", "S", "O", "O", "C", "F", "F", "F"],
  "coordinates": [[4.120, -2.439, 3.071], [3.224, -2.592, 1.673], [2.581, -1.312, 1.335], [1.121, -1.510, 1.048], [0.788, -2.230, -0.205], [-0.125, -0.770, 2.299], [-0.864, 0.837, 1.566], [-2.147, 1.462, 2.158], [-0.294, 1.566, 0.380], [-1.751, -2.098, 2.884], [-1.365, -2.725, 4.675], [-1.813, -3.685, 1.824], [-3.013, -3.654, 0.661], [3.795, -1.471, 3.652], [5.273, -2.392, 2.875], [3.916, -3.439, 3.688], [2.454, -3.490, 1.777], [3.984, -2.929, 0.829], [1.543, -1.960, -0.839], [0.611, -0.405, 3.484], [-2.807, 0.682, 2.375], [-1.874, 1.906, 3.077], [0.706, 1.571, 0.446], [-1.120, -1.827, 5.386], [-2.359, -3.251, 5.074], [-0.527, -3.572, 4.676], [-2.120, -4.569, 2.565], [-0.756, -3.963, 1.343], [-3.059, -4.757, 0.216], [-2.738, -2.860, -0.155], [-4.086, -3.481, 1.148], [0.490, 4.026, -6.849], [1.404, 4.286, -7.828], [-0.608, 4.788, -7.139], [0.097, 2.729, -7.027], [1.126, 4.336, -5.168], [1.463, 5.762, -5.161], [2.274, 3.435, -5.040], [-0.188, 3.919, -4.386], [-0.019, 4.046, -2.815], [0.085, 5.405, -2.278], [0.861, 3.065, -2.174], [-1.704, 3.507, -2.369], [-1.981, 2.244, -2.813], [-2.668, 4.309, -2.912], [-1.928, 3.497, -1.023]],
  "total_energy_ev": -82765.466,
  "molar_mass_g_mol": 503.9,
  "e_homo_ev": -8.27,
  "gap_ev": 5.688,
  "total_charge": 0
}

=====

{
  "formula": "C5H7N",
  "method": "ωB97M-V with the def2-TZVPD basis set",
  "elements": ["C", "C", "C", "N", "C", "C", "H", "H", "H", "H", "H", "H", "H"],
  "coordinates": [[-1.276, -0.764, -1.206], [-0.160, 0.011, -0.573], [-0.455, 1.019, 0.303], [0.559, 1.118, 1.221], [1.522, 0.188, 0.918], [1.141, -0.469, -0.223], [-0.957, -1.528, -1.916], [-1.750, -1.284, -0.366], [-2.047, -0.126, -1.649], [-1.349, 1.626, 0.356], [0.428, 1.536, 2.126], [2.374, 0.029, 1.563], [1.740, -1.198, -0.759]],
  "total_energy_ev": -6787.968,
  "molar_mass_g_mol": 81.1,
  "e_homo_ev": -8.06,
  "gap_ev": 9.140,
  "total_charge": 0,
  "smiles": "Cc1cc[nH]c1"
}

=====

{
  "formula": "C4H13N2O",
  "method": "ωB97M-V with the def2-TZVPD basis set",
  "elements": ["C", "C", "C", "C", "N", "N", "O", "H", "H", "H", "H", "H", "H", "H", "H", "H", "H", "H", "H", "H"],
  "coordinates": [[-2.337, 0.041, 0.032], [1.598, -0.282, 0.676], [0.029, -0.724, 0.465], [-0.941, 0.447, 0.495], [-0.101, -1.422, -0.768], [1.833, 0.772, -0.370], [-0.484, 1.449, -0.336], [-2.444, 0.664, -0.841], [-3.098, 0.326, 0.690], [-2.529, -1.022, -0.166], [2.254, -1.150, 0.648], [1.876, 0.058, 1.709], [-0.258, -1.388, 1.295], [-0.860, 0.954, 1.476], [0.314, -0.950, -1.468], [0.461, -2.340, -0.791], [2.791, 0.656, -0.700], [1.943, 1.646, 0.084], [1.110, 0.824, -1.087], [-1.158, 1.441, -1.045]],
  "total_energy_ev": -9378.642,
  "molar_mass_g_mol": 105.2,
  "e_homo_ev": -13.85,
  "gap_ev": 10.440,
  "total_charge": 1,
  "smiles": "C[C@H](O)[C@@H](N)C[NH3+]"
}

=====

{
  "formula": "C4H6O2",
  "method": "ωB97M-V with the def2-TZVPD basis set",
  "elements": ["O", "C", "C", "C", "C", "O", "H", "H", "H", "H", "H", "H"],
  "coordinates": [[1.723, -0.573, 0.045], [0.708, -1.462, 0.134], [-0.910, 1.096, -0.765], [-0.405, 1.482, 0.431], [-0.671, -1.044, -0.069], [0.904, -2.660, 0.254], [2.531, -1.113, -0.032], [-1.942, 1.335, -1.032], [-0.269, 0.779, -1.575], [-1.022, 2.005, 1.159], [0.654, 1.389, 0.644], [-1.302, -1.233, 0.806]],
  "total_energy_ev": -8335.998,
  "molar_mass_g_mol": 86.1,
  "e_homo_ev": -8.91,
  "gap_ev": 8.581,
  "total_charge": 0
}

=====

{
  "formula": "C2H7N2",
  "method": "ωB97M-V with the def2-TZVPD basis set",
  "elements": ["C", "C", "N", "N", "H", "H", "H", "H", "H", "H", "H"],
  "coordinates": [[0.156, 0.317, -0.915], [-0.237, 0.211, 1.590], [0.072, 0.832, 0.461], [-0.114, -1.107, -0.871], [-0.685, 0.807, -1.516], [1.107, 0.739, -1.262], [-0.121, 0.749, 2.477], [-0.794, -0.818, 1.633], [0.516, 1.701, 0.501], [-0.496, -1.666, -1.729], [0.596, -1.765, -0.369]],
  "total_energy_ev": -5159.395,
  "molar_mass_g_mol": 59.1,
  "e_homo_ev": -14.56,
  "gap_ev": 9.029,
  "total_charge": 1,
  "smiles": "C=[NH+]CN"
}

=====

{
  "formula": "C3H3BrCl2O",
  "method": "ωB97M-V with the def2-TZVPD basis set",
  "elements": ["C", "C", "C", "O", "Cl", "Cl", "Br", "H", "H", "H"],
  "coordinates": [[2.802, 1.347, -0.485], [0.126, -0.276, -0.297], [1.574, -0.356, 0.296], [3.537, 1.212, -1.344], [2.197, 2.629, 0.420], [1.804, -0.021, 1.980], [2.481, -1.844, -0.214], [0.307, -0.567, -1.330], [-0.416, 0.684, -0.181], [-0.549, -1.005, 0.205]],
  "total_energy_ev": -100292.076,
  "molar_mass_g_mol": 205.9,
  "e_homo_ev": -8.67,
  "gap_ev": 8.703,
  "total_charge": 0
}

=====

Please write out number 4 again, unchanged.
{
  "formula": "C4H6O2",
  "method": "ωB97M-V with the def2-TZVPD basis set",
  "elements": ["O", "C", "C", "C", "C", "O", "H", "H", "H", "H", "H", "H"],
  "coordinates": [[1.723, -0.573, 0.045], [0.708, -1.462, 0.134], [-0.910, 1.096, -0.765], [-0.405, 1.482, 0.431], [-0.671, -1.044, -0.069], [0.904, -2.660, 0.254], [2.531, -1.113, -0.032], [-1.942, 1.335, -1.032], [-0.269, 0.779, -1.575], [-1.022, 2.005, 1.159], [0.654, 1.389, 0.644], [-1.302, -1.233, 0.806]],
  "total_energy_ev": -8335.998,
  "molar_mass_g_mol": 86.1,
  "e_homo_ev": -8.91,
  "gap_ev": 8.581,
  "total_charge": 0
}

=====

What did the first record say?
{
  "formula": "C7H18B2F6N2O7P2S2",
  "method": "ωB97M-V with the def2-TZVPD basis set",
  "elements": ["C", "C", "O", "B", "O", "P", "B", "N", "O", "P", "C", "C", "C", "H", "H", "H", "H", "H", "H", "H", "H", "H", "H", "H", "H", "H", "H", "H", "H", "H", "H", "C", "F", "F", "F", "S", "O", "O", "N", "S", "O", "O", "C", "F", "F", "F"],
  "coordinates": [[4.120, -2.439, 3.071], [3.224, -2.592, 1.673], [2.581, -1.312, 1.335], [1.121, -1.510, 1.048], [0.788, -2.230, -0.205], [-0.125, -0.770, 2.299], [-0.864, 0.837, 1.566], [-2.147, 1.462, 2.158], [-0.294, 1.566, 0.380], [-1.751, -2.098, 2.884], [-1.365, -2.725, 4.675], [-1.813, -3.685, 1.824], [-3.013, -3.654, 0.661], [3.795, -1.471, 3.652], [5.273, -2.392, 2.875], [3.916, -3.439, 3.688], [2.454, -3.490, 1.777], [3.984, -2.929, 0.829], [1.543, -1.960, -0.839], [0.611, -0.405, 3.484], [-2.807, 0.682, 2.375], [-1.874, 1.906, 3.077], [0.706, 1.571, 0.446], [-1.120, -1.827, 5.386], [-2.359, -3.251, 5.074], [-0.527, -3.572, 4.676], [-2.120, -4.569, 2.565], [-0.756, -3.963, 1.343], [-3.059, -4.757, 0.216], [-2.738, -2.860, -0.155], [-4.086, -3.481, 1.148], [0.490, 4.026, -6.849], [1.404, 4.286, -7.828], [-0.608, 4.788, -7.139], [0.097, 2.729, -7.027], [1.126, 4.336, -5.168], [1.463, 5.762, -5.161], [2.274, 3.435, -5.040], [-0.188, 3.919, -4.386], [-0.019, 4.046, -2.815], [0.085, 5.405, -2.278], [0.861, 3.065, -2.174], [-1.704, 3.507, -2.369], [-1.981, 2.244, -2.813], [-2.668, 4.309, -2.912], [-1.928, 3.497, -1.023]],
  "total_energy_ev": -82765.466,
  "molar_mass_g_mol": 503.9,
  "e_homo_ev": -8.27,
  "gap_ev": 5.688,
  "total_charge": 0
}